# 1
{"formula": "C6H10NOPS", "method": "ωB97M-V/def2-TZVPD", "homo_ev": -8.78, "de_lowest_kcal_mol": 53.72, "gap_ev": 9.428, "smiles": "C#C[C@H]1CS[P@@](=O)(NC)C1", "e_lumo_ha": 0.02375, "total_energy_ha": -1104.06513, "symbols": ["C", "C", "C", "C", "S", "P", "O", "N", "C", "C", "H", "H", "H", "H", "H", "H", "H", "H", "H", "H"], "xyz": [[-2.90, -1.25, 1.15], [-2.37, -0.49, 0.39], [-1.89, 0.27, -0.68], [-1.33, 1.68, -0.29], [-0.13, 1.58, 1.09], [1.06, 0.47, -0.21], [1.81, 1.36, -1.07], [1.80, -0.69, 0.64], [3.25, -0.79, 0.79], [-0.67, -0.42, -1.40], [-3.44, -1.57, 1.99], [-2.69, 0.39, -1.55], [-0.84, 2.28, -1.08], [-2.34, 2.31, -0.02], [1.16, -1.25, 1.26], [3.68, -1.46, -0.04], [3.50, 0.30, 0.84], [3.44, -1.14, 1.87], [-0.70, -1.52, -1.17], [-0.41, -0.07, -2.49]]}

# 2
{"formula": "C5H8FN2", "method": "ωB97M-V/def2-TZVPD", "homo_ev": -14.95, "de_lowest_kcal_mol": 58.41, "total_charge": 1, "gap_ev": 10.600, "smiles": "N#C[C@@H]1C[C@H]([NH3+])[C@H]1F", "e_lumo_ha": -0.15994, "total_energy_ha": -404.34825, "symbols": ["N", "C", "C", "C", "C", "N", "C", "F", "H", "H", "H", "H", "H", "H", "H", "H"], "xyz": [[1.74, 2.78, 0.56], [0.76, 2.19, 0.58], [-0.42, 1.37, 0.60], [-0.27, -0.04, 1.22], [-0.45, -0.76, -0.17], [0.68, -1.67, -0.60], [-0.51, 0.58, -0.91], [-1.71, 0.83, -1.54], [-1.27, 1.83, 0.88], [0.68, -0.23, 1.60], [-1.17, -0.41, 1.76], [-1.29, -1.27, -0.22], [0.53, -1.99, -1.57], [0.71, -2.69, -0.26], [1.65, -1.42, -0.33], [0.34, 0.89, -1.60]]}

# 3
{"formula": "C6H12N4O4", "method": "ωB97M-V/def2-TZVPD", "homo_ev": [-8.60, -8.60], "de_lowest_kcal_mol": 44.43, "gap_ev": [7.436, 7.435], "smiles": "CCCC(=O)N=O.N=C(N)N.O=C=O", "e_lumo_ha": [-0.04263, -0.04266], "total_energy_ha": -755.69108, "symbols": ["C", "C", "C", "C", "O", "N", "O", "H", "H", "H", "H", "H", "H", "H", "N", "C", "N", "N", "H", "H", "H", "H", "H", "O", "C", "O"], "xyz": [[-1.52, 0.48, -1.62], [-2.33, 0.11, -0.37], [-2.27, 0.96, 0.88], [-0.87, 0.85, 1.46], [-0.51, -0.03, 2.13], [-0.49, 2.11, 1.20], [-0.19, 2.79, 0.24], [-1.90, -0.21, -2.35], [-0.45, 0.20, -1.30], [-1.70, 1.54, -1.87], [-3.43, 0.04, -0.67], [-1.89, -0.83, -0.07], [-3.05, 0.73, 1.66], [-2.50, 1.94, 0.44], [0.96, -2.16, 0.33], [2.00, -1.47, 0.66], [3.22, -1.84, 0.02], [2.11, -0.37, 1.54], [0.12, -2.10, 0.88], [4.02, -1.32, 0.23], [3.25, -2.66, -0.67], [3.05, -0.26, 1.85], [1.24, -0.25, 2.10], [4.19, 1.17, -0.83], [3.61, 1.97, -0.26], [3.03, 2.86, 0.18]]}

# 4
{"formula": "C28H35F15O16S2", "method": "ωB97M-V/def2-TZVPD", "homo_ev": -10.07, "gap_ev": 9.101, "smiles": "O=C1OC(=O)C(CCCCS(=O)(=O)O)=C1S.CCOC(=O)C(F)(F)F.CCOC(=O)C(F)(F)F.CCOC(=O)C(F)(F)F.CCOC(=O)C(F)(F)F.CCOC(=O)C(F)(F)F", "e_lumo_ha": -0.03550, "total_energy_ha": -4586.25305, "symbols": ["O", "C", "O", "C", "O", "C", "C", "C", "C", "C", "S", "O", "O", "O", "C", "S", "H", "H", "H", "H", "H", "H", "H", "H", "H", "H", "C", "C", "O", "C", "O", "C", "F", "F", "F", "H", "H", "H", "H", "H", "C", "C", "O", "C", "O", "C", "F", "F", "F", "H", "H", "H", "H", "H", "C", "C", "O", "C", "O", "C", "F", "F", "F", "H", "H", "H", "H", "H", "C", "C", "O", "C", "O", "C", "F", "F", "F", "H", "H", "H", "H", "H", "C", "C", "O", "C", "O", "C", "F", "F", "F", "H", "H", "H", "H", "H"], "xyz": [[2.16, -0.28, 2.43], [2.02, 0.68, 3.10], [2.45, 0.76, 4.41], [2.04, 1.98, 4.93], [2.22, 2.27, 6.06], [1.37, 2.75, 3.84], [0.78, 4.10, 4.03], [-0.74, 4.07, 3.76], [-1.59, 4.92, 4.72], [-3.05, 4.44, 4.70], [-3.35, 3.06, 5.79], [-2.33, 2.99, 6.79], [-4.73, 3.10, 6.18], [-3.14, 1.80, 4.83], [1.37, 1.99, 2.75], [0.76, 2.34, 1.14], [1.28, 4.77, 3.33], [1.00, 4.46, 5.04], [-0.94, 4.40, 2.74], [-1.07, 3.03, 3.85], [-1.60, 5.95, 4.36], [-1.20, 4.91, 5.74], [-3.78, 5.19, 4.97], [-3.28, 4.08, 3.69], [-2.56, 1.19, 5.32], [-0.54, 2.19, 1.43], [-4.61, 0.10, -2.46], [-5.64, 0.56, -1.45], [-5.03, 0.64, -0.14], [-4.33, 1.73, 0.12], [-4.17, 2.68, -0.58], [-3.71, 1.61, 1.53], [-3.17, 0.41, 1.73], [-4.62, 1.83, 2.47], [-2.73, 2.52, 1.67], [-4.17, -0.83, -2.12], [-5.08, -0.05, -3.44], [-3.82, 0.84, -2.57], [-6.44, -0.16, -1.34], [-6.08, 1.52, -1.71], [1.90, -3.09, -1.64], [0.94, -3.59, -2.69], [-0.36, -3.89, -2.12], [-1.16, -2.86, -1.95], [-0.95, -1.71, -2.23], [-2.49, -3.32, -1.33], [-2.31, -4.18, -0.32], [-3.25, -3.93, -2.26], [-3.16, -2.27, -0.86], [1.99, -3.81, -0.82], [2.88, -2.94, -2.08], [1.57, -2.15, -1.22], [1.28, -4.53, -3.12], [0.81, -2.87, -3.50], [9.10, -1.92, -3.96], [8.11, -2.43, -4.98], [6.83, -2.73, -4.36], [6.03, -1.71, -4.16], [6.22, -0.56, -4.44], [4.70, -2.19, -3.53], [4.92, -3.07, -2.55], [3.94, -2.80, -4.46], [4.02, -1.16, -3.05], [9.21, -2.63, -3.14], [10.07, -1.78, -4.43], [8.78, -0.97, -3.54], [8.43, -3.38, -5.41], [7.95, -1.72, -5.79], [-3.69, -3.04, 2.56], [-4.88, -3.49, 3.38], [-4.74, -4.87, 3.79], [-3.99, -5.09, 4.85], [-3.41, -4.28, 5.51], [-3.97, -6.60, 5.17], [-3.80, -7.34, 4.07], [-5.14, -6.96, 5.73], [-3.00, -6.89, 6.03], [-3.55, -3.70, 1.70], [-3.86, -2.03, 2.20], [-2.78, -3.06, 3.15], [-5.80, -3.46, 2.80], [-5.02, -2.87, 4.27], [2.37, 1.41, -4.13], [3.46, 1.76, -5.11], [3.11, 2.92, -5.90], [3.31, 4.10, -5.33], [3.76, 4.32, -4.24], [2.93, 5.23, -6.31], [1.76, 4.98, -6.91], [3.87, 5.35, -7.26], [2.82, 6.39, -5.67], [1.42, 1.27, -4.65], [2.62, 0.49, -3.61], [2.23, 2.20, -3.39], [3.62, 0.97, -5.84], [4.41, 1.95, -4.60]]}

# 5
{"formula": "C4H9NO3", "method": "ωB97M-V/def2-TZVPD", "homo_ev": [-7.87, -7.88], "de_lowest_kcal_mol": 137.97, "gap_ev": [5.703, 5.731], "e_lumo_ha": [-0.07974, -0.07911], "total_energy_ha": -438.10919, "symbols": ["C", "C", "O", "H", "H", "H", "H", "H", "H", "C", "N", "C", "O", "O", "H", "H", "H"], "xyz": [[-0.61, -1.59, -0.46], [2.37, -0.36, 0.19], [1.07, -0.22, -0.36], [2.90, -1.11, -0.40], [-0.73, -1.53, 0.62], [-1.48, -1.42, -1.07], [0.15, -2.22, -0.88], [2.91, 0.60, 0.11], [2.32, -0.64, 1.24], [-1.19, 0.89, -0.59], [-2.27, 0.92, 0.21], [0.26, 0.86, 0.39], [-1.16, 1.18, -1.76], [0.03, 0.63, 1.60], [-3.14, 1.29, -0.14], [-2.11, 0.88, 1.21], [0.70, 1.83, 0.09]]}

# 6
{"formula": "C2H5NOS", "method": "ωB97M-V/def2-TZVPD", "homo_ev": -9.64, "de_lowest_kcal_mol": 46.31, "gap_ev": 10.122, "smiles": "NCC(=O)S", "e_lumo_ha": 0.01760, "total_energy_ha": -607.33303, "symbols": ["N", "C", "C", "O", "S", "H", "H", "H", "H", "H"], "xyz": [[-1.26, 0.90, -1.29], [-1.44, -0.05, -0.20], [-0.06, -0.59, 0.32], [-0.13, -1.55, 1.07], [1.56, 0.48, 0.26], [-1.26, 0.40, -2.27], [-2.10, 1.39, -1.37], [-1.78, -1.02, -0.41], [-2.00, 0.26, 0.75], [1.12, 1.33, -0.98]]}

# 7
{"formula": "C4H29N2O10", "method": "ωB97M-V/def2-TZVPD", "homo_ev": -12.95, "de_lowest_kcal_mol": 142.10, "total_charge": 1, "gap_ev": 10.163, "e_lumo_ha": -0.10252, "total_energy_ha": -1031.38839, "symbols": ["O", "C", "N", "C", "N", "C", "C", "H", "H", "H", "H", "H", "H", "H", "H", "H", "H", "H", "H", "H", "O", "H", "H", "O", "H", "H", "O", "H", "H", "O", "H", "H", "O", "H", "H", "O", "H", "H", "O", "H", "H", "O", "H", "H", "O"], "xyz": [[0.53, -1.79, -2.24], [0.64, -1.43, -1.08], [1.61, -1.98, -0.20], [-0.15, -0.14, -0.54], [-1.06, -0.55, 0.67], [-1.88, -1.76, 0.40], [0.80, 0.89, -0.11], [1.95, -3.01, -0.42], [1.55, -1.67, 0.81], [-0.87, 0.18, -1.42], [-0.41, -0.79, 1.56], [-1.55, 0.32, 0.93], [-1.43, -2.73, 0.01], [-2.64, -1.86, 1.26], [-2.68, -1.70, -0.47], [0.39, 1.94, 0.09], [1.37, 0.94, 0.92], [1.60, 1.13, -0.88], [-3.55, 2.98, 0.16], [-3.18, 1.83, -0.75], [-3.30, 2.07, 0.15], [2.42, 0.75, 3.33], [1.09, 1.66, 3.26], [1.52, 0.85, 3.21], [3.58, -0.87, 0.74], [2.96, -0.96, 2.10], [3.79, -0.83, 1.68], [2.77, 3.47, 1.38], [3.82, 2.46, 0.71], [2.96, 2.53, 1.14], [0.25, 2.30, -4.11], [0.11, 1.21, -3.07], [0.74, 1.63, -3.71], [-1.75, -0.69, -3.55], [-3.04, -0.20, -3.08], [-2.29, -0.49, -2.71], [1.23, -0.93, 3.46], [0.75, -2.29, 3.88], [0.92, -1.82, 3.11], [-3.46, 1.05, 1.85], [-3.61, 0.15, 2.84], [-3.12, 0.03, 2.04], [0.37, 0.22, -4.56], [0.28, -1.42, -4.18], [-0.04, -0.70, -4.61]]}

# 8
{"formula": "C20H28N4OSSbSe4TeW", "method": "ωB97M-V/def2-TZVPD", "homo_ev": [-10.33, -10.32], "de_lowest_kcal_mol": 37.45, "total_charge": 1, "gap_ev": [6.243, 6.242], "e_lumo_ha": [-0.15003, -0.15005], "total_energy_ha": -11652.34774, "symbols": ["W", "Se", "Sb", "Se", "Se", "Se", "C", "Te", "C", "C", "C", "C", "C", "C", "C", "H", "H", "H", "H", "H", "H", "H", "H", "C", "N", "C", "C", "C", "N", "C", "C", "O", "H", "H", "H", "H", "H", "H", "H", "H", "H", "H", "H", "H", "C", "C", "C", "C", "N", "C", "S", "N", "C", "H", "H", "H", "H", "H", "H", "H", "H"], "xyz": [[-2.01, -1.24, -0.73], [-6.65, -2.65, -1.69], [-4.60, -2.00, -0.82], [-0.92, -2.47, -2.22], [-2.82, 0.59, -1.82], [-4.11, -1.15, 1.37], [-0.21, -4.80, 0.78], [-2.07, -3.77, 0.90], [-1.35, -2.97, 2.73], [0.08, -3.43, 2.87], [0.86, -2.98, 3.93], [2.16, -3.43, 4.08], [2.70, -4.34, 3.17], [1.92, -4.78, 2.11], [0.62, -4.33, 1.95], [0.25, -4.56, -0.18], [-0.41, -5.87, 0.80], [-1.99, -3.33, 3.54], [-1.44, -1.89, 2.65], [0.44, -2.29, 4.64], [2.76, -3.08, 4.91], [3.71, -4.70, 3.30], [2.33, -5.49, 1.40], [-1.52, 1.88, 1.46], [-0.14, 1.47, 1.27], [0.85, 2.53, 1.49], [2.23, 2.09, 1.04], [2.49, 0.70, 1.58], [1.45, -0.21, 1.12], [1.88, -1.51, 0.62], [0.20, 0.21, 1.01], [-0.73, -0.65, 0.72], [-1.82, 2.56, 0.66], [-1.60, 2.40, 2.41], [-2.19, 1.03, 1.46], [0.84, 2.80, 2.55], [0.52, 3.39, 0.91], [2.97, 2.80, 1.42], [2.28, 2.07, -0.05], [2.52, 0.70, 2.68], [3.44, 0.31, 1.22], [2.62, -1.37, -0.17], [1.03, -2.06, 0.21], [2.32, -2.09, 1.43], [-0.20, 3.11, -6.19], [-0.27, 3.06, -4.71], [-0.93, 3.96, -3.92], [-0.89, 3.75, -2.52], [-0.25, 2.75, -1.95], [0.40, 1.85, -2.73], [1.18, 0.50, -2.13], [0.37, 2.04, -4.09], [-1.64, 4.68, -1.62], [-0.74, 3.97, -6.57], [-0.64, 2.21, -6.62], [0.84, 3.16, -6.53], [-1.46, 4.79, -4.35], [0.87, 1.35, -4.63], [-1.72, 5.68, -2.04], [-1.16, 4.73, -0.64], [-2.65, 4.30, -1.47]]}